No. 1
A molecular structure, C25H26N6PbS3. Source: the OMol25 dataset; level of theory: wB97M-V/def2-TZVPD.

Structure (ORCA input):
```
! RIJCOSX wB97M-V def2-TZVPD def2/J DEFGRID3
* xyz 0 1
Pb -0.245 -0.919 -1.106
C -3.676 2.447 -1.005
N -3.199 1.666 0.124
C -2.947 2.149 1.392
C -2.549 1.110 2.146
N -2.563 -0.009 1.328
C -2.948 0.346 0.070
S -3.091 -0.641 -1.303
C -2.252 -1.325 1.770
C -2.843 -1.801 2.927
C -2.505 -3.077 3.348
C -1.618 -3.824 2.590
C -1.095 -3.260 1.439
N -1.393 -2.023 1.044
H -3.569 3.501 -0.761
H -4.720 2.214 -1.209
H -3.080 2.211 -1.882
H -3.051 3.191 1.635
H -2.222 1.060 3.168
H -3.557 -1.193 3.464
H -2.943 -3.486 4.248
H -1.337 -4.827 2.873
H -0.411 -3.810 0.804
S 2.075 -1.490 -2.260
C 1.320 -3.044 -2.446
S -0.407 -3.211 -2.135
C 2.027 -4.154 -2.817
C 1.400 -5.434 -2.920
N 0.901 -6.468 -2.988
C 3.428 -4.084 -3.089
N 4.556 -4.029 -3.310
C 1.008 0.419 2.800
C 2.171 0.029 1.885
C 2.134 -1.462 1.545
C 2.343 0.927 0.667
C 3.623 1.425 0.454
C 3.907 2.271 -0.604
C 2.885 2.671 -1.447
C 1.586 2.213 -1.273
C 0.520 2.811 -2.178
C -0.452 3.677 -1.372
C -0.231 1.833 -3.087
C 1.297 1.296 -0.225
N -0.013 0.845 -0.032
H 1.053 -0.165 3.723
H 0.058 0.238 2.302
H 1.054 1.477 3.063
H 3.086 0.178 2.466
H 1.193 -1.742 1.070
H 2.210 -2.053 2.461
H 2.948 -1.744 0.879
H 4.418 1.136 1.132
H 4.916 2.631 -0.759
H 3.097 3.361 -2.256
H 1.066 3.482 -2.847
H -0.976 3.056 -0.644
H -1.181 4.153 -2.034
H 0.081 4.462 -0.833
H -1.068 1.361 -2.571
H 0.431 1.059 -3.485
H -0.650 2.371 -3.940
*
```

LUMO, eV: -1.44
Kohn-Sham gap, eV: 6.36

=====

No. 2
A molecular structure, C4H8N3 in a non-equilibrium geometry. Source: the OMol25 dataset; level of theory: wB97M-V/def2-TZVPD.

Structure (ORCA input):
```
! RIJCOSX wB97M-V def2-TZVPD def2/J DEFGRID3
* xyz 1 1
C 1.335 1.081 0.807
C -2.912 -0.480 0.123
C 2.421 -0.417 -0.338
C 0.953 -0.638 -0.594
N 2.530 0.564 0.640
N 0.339 0.299 0.094
N -2.153 0.566 -0.017
H 1.155 1.872 1.444
H -3.946 -0.475 0.352
H 2.790 -1.406 -0.138
H 3.100 -0.035 -1.139
H 0.492 -1.253 -1.277
H -2.653 -1.448 0.350
H -2.659 1.391 -0.359
H -0.794 0.380 0.053
*
```

LUMO, eV: -4.55
Kohn-Sham gap, eV: 10.50

=====

No. 3
A molecular structure, C29H46F3IN7O9PS3Ti in a non-equilibrium geometry. Source: the OMol25 dataset; level of theory: wB97M-V/def2-TZVPD.

Structure (ORCA input):
```
! RIJCOSX wB97M-V def2-TZVPD def2/J DEFGRID3
* xyz 0 1
Ti 1.398 -0.510 -0.015
N 4.649 -1.914 1.532
N 4.852 -0.560 1.828
C 3.938 0.342 1.465
N 4.133 1.614 1.849
N 2.818 0.025 0.784
N 1.029 2.225 0.599
O 0.322 2.697 1.410
O 0.452 1.130 -0.011
H 4.115 -2.337 2.286
H 5.565 -2.347 1.522
H 5.399 -0.361 2.683
H 4.694 1.802 2.677
H 3.343 2.226 1.718
C 3.726 3.941 -1.367
S 4.240 2.237 -1.631
C 4.610 2.322 -3.393
H 2.834 4.178 -1.947
H 4.528 4.633 -1.621
H 3.492 4.045 -0.309
H 5.388 3.058 -3.594
H 3.718 2.565 -3.973
H 4.974 1.341 -3.696
C -4.935 -0.399 -3.127
C -4.844 -0.666 -1.622
C -6.188 -0.378 -0.953
C -4.513 -2.153 -1.424
P -3.380 0.272 -0.907
C -3.631 0.040 0.896
C -4.385 0.853 1.743
C -4.507 0.558 3.093
C -3.895 -0.570 3.623
C -3.163 -1.404 2.792
C -3.028 -1.094 1.445
C -3.512 2.108 -1.282
C -2.873 2.306 -2.667
C -2.615 2.825 -0.263
C -4.898 2.754 -1.305
H -5.655 -1.091 -3.570
H -3.974 -0.559 -3.623
H -5.274 0.613 -3.348
H -6.958 -1.001 -1.418
H -6.496 0.661 -1.061
H -6.163 -0.620 0.109
H -5.305 -2.757 -1.874
H -4.455 -2.419 -0.369
H -3.569 -2.425 -1.902
H -4.884 1.730 1.358
H -5.087 1.211 3.732
H -3.993 -0.799 4.676
H -2.693 -2.295 3.190
H -2.450 -1.754 0.806
H -1.854 1.915 -2.686
H -2.829 3.376 -2.890
H -3.437 1.821 -3.463
H -1.630 2.355 -0.202
H -3.039 2.832 0.739
H -2.480 3.863 -0.579
H -5.525 2.351 -2.100
H -4.780 3.825 -1.495
H -5.437 2.650 -0.366
N 0.303 -1.116 1.879
C 1.147 -0.963 3.022
C 1.999 -1.987 3.400
C 3.076 -1.695 4.217
C 3.295 -0.393 4.646
C 2.321 0.566 4.429
C 1.236 0.281 3.619
S 4.938 0.113 5.162
O 5.798 -0.790 4.376
O 5.036 -0.055 6.587
O 5.010 1.490 4.671
H -0.013 -2.078 1.762
H -0.520 -0.519 1.948
H 1.879 -2.975 2.970
H 3.815 -2.455 4.442
H 2.479 1.568 4.804
H 0.522 1.058 3.366
O -0.526 -1.271 -0.843
H -0.431 -2.038 -1.439
H -1.328 -0.761 -1.074
I 4.331 -1.739 -2.081
C 2.746 -0.786 -3.011
C 2.743 -0.700 -4.398
C 1.740 0.014 -5.020
C 0.772 0.628 -4.239
C 0.828 0.464 -2.873
N 1.789 -0.246 -2.252
H 3.526 -1.185 -4.962
H 1.719 0.098 -6.099
H -0.022 1.218 -4.675
H 0.093 0.918 -2.226
F 2.194 -5.845 0.771
C 2.296 -5.136 -0.348
F 2.034 -5.925 -1.383
F 3.546 -4.692 -0.455
S 1.084 -3.722 -0.313
O 1.926 -2.588 0.156
O 0.086 -4.097 0.651
O 0.655 -3.546 -1.685
*
```

LUMO, eV: -0.83
Kohn-Sham gap, eV: 7.77

=====

No. 4
2 unconnected molecules or ions with the total composition C2H7S in a non-equilibrium geometry. Source: the OMol25 dataset; level of theory: wB97M-V/def2-TZVPD.

Structure (ORCA input):
```
! RIJCOSX wB97M-V def2-TZVPD def2/J DEFGRID3
* xyz -1 1
S 1.538 -1.286 3.055
H 1.794 -0.321 2.159
C -0.735 -0.409 -1.058
C -0.184 0.869 -0.190
H -1.704 -0.085 -1.559
H -0.085 -0.564 -1.925
H -0.745 -1.312 -0.565
H 0.074 1.674 -0.864
H 0.818 0.558 0.177
H -0.772 0.877 0.770
*
```

LUMO, eV: 3.95
Kohn-Sham gap, eV: 6.34

=====

No. 5
2 unconnected molecules or ions with the total composition C24H26Cl2N2O3S in a non-equilibrium geometry. Source: the OMol25 dataset; level of theory: wB97M-V/def2-TZVPD.

Structure (ORCA input):
```
! RIJCOSX wB97M-V def2-TZVPD def2/J DEFGRID3
* xyz 0 1
Cl -10.109 -0.029 1.349
C -8.419 -0.032 1.019
C -7.730 -1.230 0.949
C -6.379 -1.227 0.670
C -5.716 -0.038 0.462
S -3.960 -0.055 0.077
C -3.297 0.293 1.698
Cl -1.626 0.577 1.877
O -3.642 -1.496 -0.239
O -3.689 1.136 -0.809
C -6.403 1.154 0.527
C -7.753 1.162 0.806
H -8.261 -2.153 1.109
H -5.833 -2.152 0.599
H -3.936 0.309 2.551
H -5.877 2.076 0.343
H -8.303 2.087 0.857
C 4.017 -1.916 0.418
N 3.621 -1.617 -0.960
C 2.733 -0.664 -1.439
C 1.982 0.275 -0.616
C 1.884 0.055 0.800
C 1.790 1.088 1.677
C 1.906 0.962 3.101
C 2.316 2.067 3.869
C 2.503 1.951 5.225
C 2.276 0.743 5.858
C 1.873 -0.360 5.124
C 1.699 -0.261 3.764
O 1.496 1.307 -1.106
N 2.865 -0.639 -2.819
C 2.097 0.160 -3.842
C 2.488 -0.280 -5.259
C 2.433 1.648 -3.707
C 0.601 -0.097 -3.637
C 3.827 -1.575 -3.164
C 4.285 -2.167 -2.036
H 4.967 -2.447 0.437
H 4.144 -0.990 0.975
H 3.273 -2.547 0.902
H 1.991 -0.942 1.181
H 1.767 2.080 1.262
H 2.530 2.997 3.370
H 2.835 2.804 5.795
H 2.404 0.660 6.925
H 1.690 -1.298 5.623
H 1.386 -1.124 3.201
H 2.304 -1.343 -5.409
H 1.915 0.268 -6.007
H 3.543 -0.086 -5.448
H 2.116 2.047 -2.747
H 3.507 1.808 -3.791
H 1.936 2.223 -4.489
H 0.276 0.252 -2.657
H 0.011 0.414 -4.397
H 0.387 -1.163 -3.698
H 4.194 -1.769 -4.156
H 5.064 -2.906 -1.970
*
```

LUMO, eV: -2.01
Kohn-Sham gap, eV: 2.60

=====

No. 6
2 unconnected molecules or ions with the total composition C5H9I2NO2 in a non-equilibrium geometry. Source: the OMol25 dataset; level of theory: wB97M-V/def2-TZVPD.

Structure (ORCA input):
```
! RIJCOSX wB97M-V def2-TZVPD def2/J DEFGRID3
* xyz 0 1
C -0.470 1.343 0.828
C -0.686 1.612 -1.690
C 0.482 -2.000 -0.649
C -1.011 0.976 -0.365
C 1.075 -0.948 0.223
N 0.891 -1.116 1.513
O -0.970 0.586 1.936
O 0.456 2.074 1.057
I -2.798 -0.154 -0.230
I 2.742 0.041 -0.492
H -0.645 2.654 -1.725
H -1.389 1.277 -2.494
H 0.381 1.274 -1.778
H 0.496 -1.642 -1.764
H 1.239 -2.771 -0.745
H -0.552 -2.280 -0.441
H 1.551 -0.569 2.208
H -0.031 -1.466 1.815
H -0.761 1.109 2.793
*
```

LUMO, eV: -0.56
Kohn-Sham gap, eV: 6.42

=====

Please write out number 4 again, unchanged.
2 unconnected molecules or ions with the total composition C2H7S in a non-equilibrium geometry. Source: the OMol25 dataset; level of theory: wB97M-V/def2-TZVPD.

Structure (ORCA input):
```
! RIJCOSX wB97M-V def2-TZVPD def2/J DEFGRID3
* xyz -1 1
S 1.538 -1.286 3.055
H 1.794 -0.321 2.159
C -0.735 -0.409 -1.058
C -0.184 0.869 -0.190
H -1.704 -0.085 -1.559
H -0.085 -0.564 -1.925
H -0.745 -1.312 -0.565
H 0.074 1.674 -0.864
H 0.818 0.558 0.177
H -0.772 0.877 0.770
*
```

LUMO, eV: 3.95
Kohn-Sham gap, eV: 6.34

=====

Q: The highest LUMO belongs to which entry?
A: C2H7S

=====

Q: What is the formula in the fourth record?
A: C2H7S

=====

Q: Which of these has the lowest Kohn-Sham gap?
A: C24H26Cl2N2O3S